No. 1
{
  "formula": "CHBr2NO2",
  "method": "the ωB97M-V functional and the def2-TZVPD basis",
  "elements": ["C", "N", "O", "O", "Br", "Br", "H"],
  "xyz": [[0.51022, 0.43591, -0.06369], [0.88059, -0.94630, -0.20821], [1.90911, -1.29473, 0.33397], [0.18977, -1.59186, -0.99888], [-1.13381, 1.03515, -0.51095], [-3.54727, 1.04810, 1.04535], [1.19140, 1.31373, 0.40242]],
  "forces_ev_per_angstrom": [[1.2, 2.9, 1.4], [-0.3, 0.5, -1.4], [-0.2, -0.1, 0.2], [0.5, 0.0, 1.0], [-0.1, -0.3, -0.3], [0.1, 0.0, 0.1], [-1.3, -3.0, -1.0]],
  "nbo_charge": [-0.198, 0.439, -0.340, -0.364, 0.361, -0.165, 0.266],
  "lumo_energy_ev": [-2.601, -3.359],
  "homo_energy_ev": [-10.954, -10.179],
  "homo_lumo_gap_ev": [8.35, 6.82],
  "total_energy_ha": -5391.753009,
  "de_lowest_ev": 2.517
}



No. 2
{
  "formula": "CHBr2NO2",
  "method": "the ωB97M-V functional and the def2-TZVPD basis",
  "elements": ["O", "N", "O", "C", "Br", "Br", "H"],
  "xyz": [[0.38776, -0.51763, -1.65367], [-0.28981, -0.00338, -0.84649], [-1.40159, 0.42579, -0.98429], [0.06648, 0.04404, 0.57904], [1.38374, 1.43648, 0.81300], [0.69959, -1.80406, 1.13135], [-0.84619, 0.41877, 0.96106]],
  "forces_ev_per_angstrom": [[1.7, -0.7, -1.7], [-1.0, -0.5, 1.1], [-1.6, 0.9, -1.1], [2.3, -0.8, 0.6], [-0.1, -0.4, 0.1], [-0.7, 1.9, -0.3], [-0.6, -0.4, 1.4]],
  "nbo_charge": [-0.320, 0.487, -0.370, -0.234, 0.109, 0.081, 0.248],
  "lumo_energy_ev": -0.746,
  "homo_energy_ev": -11.158,
  "smiles": "O=[N+]([O-])C(Br)Br",
  "homo_lumo_gap_ev": 10.41,
  "total_energy_ha": -5391.841085,
  "de_lowest_ev": 0.120
}